No. 1
The following is a DFT calculation (ωB97M-V/def2-TZVPD) of a 5-piece molecular cluster, C30H64NO12P overall in a non-equilibrium geometry.

Results
**Energy**: -67497.33983 eV
**HOMO energy**: -0.312 Ha
**Gap between HOMO and LUMO**: 9.07 eV
**Spin multiplicity**: 1
**SMILES string**: CCCCCCCCCCPCCCCN.CCOC(=O)OC.CCOC(=O)OC.CCOC(=O)OC.CCOC(=O)OC

Last column: Mulliken charge in e.
Positions of all 108 atoms, in Å:
C: -6.0569 0.4100 -6.6768  -0.875
C: -5.2197 -0.7995 -7.1492  -0.740
C: -3.7572 -0.4021 -7.3906  -0.534
C: -3.6056 0.3670 -8.7199  -0.686
C: -2.5063 1.4442 -8.7061  -0.735
C: -2.9440 2.7873 -9.2984  -0.880
C: -4.1861 3.3868 -8.6139  -0.038
C: -4.0633 4.8460 -8.1226  -1.167
C: -2.7386 5.2366 -7.4713  -0.938
C: -2.2344 4.2229 -6.4447  0.232
P: -2.1696 4.9268 -4.7332  -0.271
C: -1.4097 3.5197 -3.8011  -0.770
C: -1.6471 3.6080 -2.2923  -0.477
C: -0.7121 2.6330 -1.5504  -0.817
C: -1.3901 1.8264 -0.4327  -0.512
N: -2.6502 1.1718 -0.8275  -0.513
H: -6.6659 0.7829 -7.4930  0.258
H: -6.6918 0.1686 -5.8334  0.352
H: -5.3990 1.2072 -6.3465  0.145
H: -5.2675 -1.5774 -6.3946  0.391
H: -5.6148 -1.1856 -8.0825  0.362
H: -3.4189 0.2037 -6.5552  0.209
H: -3.1521 -1.3035 -7.4461  0.406
H: -3.3098 -0.3795 -9.4523  0.350
H: -4.5670 0.7512 -9.0464  0.463
H: -1.6856 1.0942 -9.3285  0.408
H: -2.1011 1.5621 -7.7061  0.320
H: -3.1827 2.5845 -10.3389  0.401
H: -2.1022 3.4725 -9.3083  0.410
H: -4.9868 3.3871 -9.3480  0.535
H: -4.5417 2.7753 -7.7946  -0.171
H: -4.8349 4.9876 -7.3650  0.357
H: -4.3262 5.5335 -8.9196  0.379
H: -2.8639 6.2259 -7.0394  0.574
H: -1.9862 5.3306 -8.2479  0.323
H: -2.8468 3.3325 -6.3727  -0.387
H: -1.2291 3.9124 -6.7130  0.447
H: -1.1541 5.9063 -4.8527  -0.011
H: -1.9056 2.6234 -4.1697  0.215
H: -0.3526 3.4215 -4.0353  0.500
H: -2.6820 3.3578 -2.1039  0.345
H: -1.4247 4.6108 -1.9479  0.403
H: 0.0978 3.1968 -1.0965  0.368
H: -0.2949 1.9168 -2.2511  0.397
H: -0.7058 1.0441 -0.1093  0.126
H: -1.5635 2.4408 0.4441  0.313
H: -3.3818 1.8601 -0.6990  0.297
H: -2.6328 0.8991 -1.8036  0.242
C: -2.0399 -3.0338 0.6342  -1.198
C: -0.8548 -2.3033 0.0412  0.216
O: 0.3796 -2.7698 0.6076  -0.313
C: 0.8704 -3.8957 0.0897  0.698
O: 0.3891 -4.5459 -0.8022  -0.574
O: 2.0050 -4.1742 0.7383  -0.279
C: 2.6505 -5.3854 0.3336  -0.753
H: -2.0211 -2.9659 1.7226  0.298
H: -2.9710 -2.6006 0.2700  0.373
H: -2.0196 -4.0905 0.3673  0.328
H: -0.9149 -1.2448 0.2864  -0.086
H: -0.8334 -2.3923 -1.0444  0.353
H: 2.8084 -5.4007 -0.7423  0.352
H: 2.0598 -6.2475 0.6388  0.316
H: 3.6100 -5.4061 0.8436  0.211
C: 6.9072 -5.6159 6.0364  -1.142
C: 5.4633 -6.0546 6.1541  -0.227
O: 4.5665 -4.9422 6.0224  -0.238
C: 4.2988 -4.5498 4.7745  0.648
O: 4.7314 -5.0404 3.7626  -0.580
O: 3.4563 -3.5216 4.8576  -0.350
C: 3.1096 -2.9131 3.6071  -0.576
H: 7.1223 -4.8198 6.7502  0.290
H: 7.5755 -6.4541 6.2333  0.386
H: 7.1173 -5.2336 5.0379  0.301
H: 5.2721 -6.4660 7.1440  0.320
H: 5.2174 -6.8214 5.4205  0.323
H: 2.7527 -3.6469 2.8928  0.302
H: 3.9674 -2.3787 3.2006  0.348
H: 2.3138 -2.2025 3.8066  0.199
C: 3.1740 4.2518 2.4168  -1.163
C: 1.9241 3.5332 2.8784  -0.093
O: 2.1660 2.1333 3.0730  -0.313
C: 2.7321 1.8063 4.2388  0.685
O: 3.0292 2.5693 5.1221  -0.570
O: 2.8991 0.4840 4.2563  -0.241
C: 3.5200 -0.0309 5.4405  -0.417
H: 3.5817 3.7714 1.5264  0.288
H: 2.9492 5.2925 2.1828  0.371
H: 3.9425 4.2296 3.1888  0.329
H: 1.1499 3.5899 2.1144  0.211
H: 1.5250 3.9739 3.7912  0.336
H: 3.0004 0.2950 6.3382  0.349
H: 4.5654 0.2727 5.4840  0.337
H: 3.4666 -1.1093 5.3817  -0.053
C: -0.1202 0.2604 9.7356  -1.079
C: 1.1792 0.0703 10.4885  -0.183
O: 1.5194 -1.3193 10.6042  -0.391
C: 2.1097 -1.8541 9.5340  0.755
O: 2.3901 -1.2754 8.5139  -0.550
O: 2.3488 -3.1411 9.7913  -0.372
C: 2.9575 -3.8496 8.7070  -0.582
H: -0.9157 -0.3265 10.1961  0.301
H: -0.4108 1.3109 9.7401  0.359
H: -0.0217 -0.0661 8.7007  0.283
H: 1.0816 0.4306 11.5111  0.299
H: 1.9958 0.6169 10.0187  0.299
H: 3.8546 -3.3395 8.3653  0.286
H: 2.2557 -3.9573 7.8822  0.325
H: 3.2259 -4.8340 9.0804  0.245

---

No. 2
The following is a DFT calculation (ωB97M-V/def2-TZVPD) of C30H65Br3FN6O14P2 as an isolated structure in a non-equilibrium geometry.

Results
**Energy**: -301169.73330 eV
**HOMO energy**: -0.161 Ha
**Gap between HOMO and LUMO**: 3.70 eV
**Spin multiplicity**: 1
**Total charge**: -1

Last column: Mulliken charge in e.
Positions of all 121 atoms, in Å:
C: -2.8181 -4.2211 4.8455  -1.075
C: -1.2171 -4.2602 4.4953  0.386
C: -0.7120 -2.7086 4.3370  -0.835
C: 0.3131 -2.6158 3.0241  -0.223
C: -0.4948 -2.1205 1.6866  -0.581
P: 0.0383 -2.9568 0.0559  0.604
O: 0.0601 -1.6856 -1.1849  -0.474
C: 1.7706 -3.7561 0.0773  -0.601
C: 2.9493 -2.8578 0.7761  1.012
C: 2.8579 -1.2795 1.2083  -0.354
C: 4.1187 -0.4797 1.9616  -0.589
C: 5.5208 -1.2990 2.2804  -0.419
C: 5.6591 -2.8903 1.8133  -0.447
C: 4.3898 -3.6533 1.0699  0.150
C: 4.6533 -5.2347 0.6463  -0.959
N: -1.1010 -4.1977 -0.5583  -0.398
C: -1.6349 -4.9523 0.4568  0.799
C: -0.8319 -6.2665 1.1014  -1.045
C: -3.1454 -4.6805 1.1183  -0.966
H: -3.2973 -3.1470 4.8455  0.290
H: -3.3697 -4.8706 4.0433  0.250
H: -2.9389 -4.6303 5.9562  0.303
H: -0.5484 -4.7707 5.3141  0.417
H: -0.9835 -4.7998 3.4709  -0.417
H: -0.0178 -2.4518 5.2738  0.281
H: -1.5725 -1.9143 4.2457  0.345
H: 0.9696 -3.5742 2.8816  0.238
H: 1.0686 -1.7337 3.2999  0.250
H: -1.6486 -2.3386 1.8818  0.348
H: -0.4313 -0.9403 1.5298  0.444
H: 0.9696 -1.2661 -1.2197  0.375
H: 2.0829 -3.9127 -1.0645  0.423
H: 1.7249 -4.8038 0.5992  -0.014
H: 1.8763 -0.6699 1.0239  0.063
H: 3.9627 0.6613 2.2762  0.316
H: 6.3964 -0.7455 2.8296  0.298
H: 6.6619 -3.4875 2.0430  0.274
H: 5.5723 -5.2003 -0.1147  0.253
H: 5.0048 -5.8906 1.5497  0.328
H: 3.7625 -5.7074 0.0283  0.214
H: -1.4890 -6.7817 1.9535  0.376
H: -0.7513 -7.0548 0.2400  0.264
H: 0.1845 -5.9760 1.6044  0.240
H: -3.6267 -5.6902 1.5266  0.410
H: -3.8628 -4.3121 0.2504  0.284
H: -3.1161 -3.9456 2.0293  0.073
N: -5.9415 -6.6178 -0.5678  0.986
O: -5.0812 -7.5139 -0.5788  -0.714
O: -6.1702 -5.9894 0.4790  -0.647
O: -6.5729 -6.3501 -1.6034  -0.659
C: 3.5066 5.0860 -3.2858  -0.712
O: 3.4364 3.7482 -3.7529  -0.454
P: 2.2962 2.7759 -2.8883  1.222
O: 3.2435 2.7140 -1.6844  -0.803
O: 2.6403 1.4862 -3.8649  -0.271
C: 3.0588 1.6830 -5.2048  -0.728
O: 1.1560 1.8038 -2.0235  -0.336
C: 0.0367 1.3638 -2.7660  0.005
H: 4.2060 5.6376 -3.9172  0.131
H: 2.5207 5.5514 -3.3497  0.482
H: 3.8706 5.1163 -2.2549  0.204
H: 4.1416 1.8414 -5.2343  0.240
H: 2.5347 2.5229 -5.6709  0.349
H: 2.8295 0.7761 -5.7767  0.260
H: 0.3234 0.5610 -3.4497  0.306
H: -0.3962 2.1973 -3.3268  0.378
H: -0.7122 0.9749 -2.0701  -0.345
C: -4.4486 2.0227 -0.0734  -1.142
C: -4.2865 1.2862 -1.3935  0.363
C: -4.7928 -0.1441 -1.2961  -1.069
O: -2.9098 1.2758 -1.7626  -0.399
H: -3.8728 1.5346 0.7209  0.235
H: -4.0687 3.0467 -0.1549  0.236
H: -5.4992 2.0619 0.2304  0.409
H: -4.8327 1.8171 -2.1808  0.280
H: -4.2291 -0.7091 -0.5451  0.103
H: -4.6585 -0.6657 -2.2498  0.332
H: -5.8538 -0.1699 -1.0290  0.401
H: -2.4170 0.8062 -1.0693  0.133
N: 5.3475 7.6333 -2.9337  -0.371
H: 5.7783 8.5536 -2.7866  0.254
H: 5.9667 7.0540 -3.5127  0.394
H: 5.1999 7.1756 -2.0265  0.224
H: 4.4448 7.7501 -3.4089  0.437
F: 1.4789 5.8613 -4.7894  -0.867
C: -1.9641 5.5580 -0.0263  0.701
O: -0.8931 5.2673 -0.6116  -0.742
O: -2.3899 4.5401 0.7085  -0.438
O: -2.6535 6.6022 -0.0293  -0.764
H: -1.6229 3.9952 0.4385  0.265
C: 5.3509 9.9283 0.6316  -0.294
Br: 6.9461 9.7692 1.7335  0.019
Br: 5.7311 10.7843 -1.0734  -0.035
Br: 4.4583 8.2156 0.3987  0.044
H: 4.6550 10.5810 1.1689  0.345
C: 6.2523 -2.4415 -2.2157  -0.561
C: 6.0751 -3.9511 -2.2266  0.511
N: 5.9283 -5.2034 -2.2357  -0.557
H: 7.2543 -2.1863 -1.8600  0.278
H: 6.1208 -2.0434 -3.2256  0.305
H: 5.5121 -1.9841 -1.5534  0.103
C: -6.4145 7.4946 3.4553  -1.210
C: -4.9935 7.9419 3.7589  0.347
C: -4.4969 8.9461 2.7310  -1.132
O: -4.1319 6.8065 3.7645  -0.541
H: -6.4701 7.0032 2.4775  0.313
H: -6.7541 6.7629 4.1961  0.307
H: -7.1050 8.3436 3.4593  0.352
H: -4.9537 8.3883 4.7585  0.269
H: -4.4846 8.5060 1.7274  0.302
H: -3.4687 9.2497 2.9551  0.292
H: -5.1299 9.8386 2.7133  0.356
H: -4.1608 6.4037 2.8807  0.340
C: -2.3077 -8.6706 -3.2092  0.587
O: -2.9072 -9.4849 -3.8932  -0.677
N: -2.8851 -8.0131 -2.1875  -0.197
N: -1.0157 -8.3577 -3.4160  -0.323
H: -2.4078 -7.3392 -1.6129  0.161
H: -3.8572 -8.2194 -1.9978  0.166
H: -0.5434 -8.8302 -4.1756  0.207
H: -0.5050 -7.6899 -2.8635  0.141